(1)
Computed, not measured: 9 unconnected molecules or ions with the total composition C33H79NO12S8, with ωB97M-V with the def2-TZVPD basis set.

The geometry in XYZ format:
```
133
Properties=species:S:1:pos:R:3:forces:R:3
C 2.46289 -2.14194 2.70510 -0.554 0.447 0.708
C 2.08157 -0.69099 2.38290 0.662 -0.082 -0.322
C 2.47771 -0.18499 0.95956 -0.194 -0.780 0.342
C 3.09004 -1.24244 0.03538 0.491 0.449 -0.639
C 3.74789 -0.60055 -1.21181 -1.057 -0.480 -0.004
C 2.71398 -0.04488 -2.23274 0.832 0.195 0.492
C 2.33052 1.42479 -1.98100 -0.609 0.073 -0.248
C 0.87479 1.78999 -2.34879 0.218 -0.023 0.126
C -0.19156 0.78770 -1.86753 0.047 0.551 0.025
C -1.29570 1.39017 -1.01606 0.418 -1.641 0.040
O -0.87570 2.18237 0.09628 0.914 1.223 -0.203
C -2.05960 2.54609 0.68988 0.368 -5.321 -2.064
O -2.30487 3.57337 1.13147 -0.639 4.196 2.048
C -2.94250 1.27458 0.60976 -0.368 1.170 -0.422
C -2.14709 0.29399 -0.30403 -1.182 1.181 1.347
C -1.40568 -0.59410 0.73126 0.606 -0.532 -0.885
N -2.27730 -1.39659 1.58576 -0.206 0.066 0.181
C -3.04087 -0.51600 -1.24613 0.180 -0.398 0.085
C -2.32223 -1.68310 -1.93968 -0.084 0.613 -0.504
O -2.90668 -2.96273 -1.58220 0.300 0.571 0.551
C -1.90321 -3.89206 -1.52136 -1.933 1.005 3.209
O -1.37186 -4.30140 -2.45142 2.270 -1.673 -3.833
H 1.97407 -2.82326 2.00951 0.266 -0.171 0.000
H 2.07123 -2.38088 3.70215 0.136 0.016 -0.397
H 3.53906 -2.30176 2.76124 0.050 -0.026 -0.357
H 2.58470 -0.04642 3.10783 -0.204 0.050 0.104
H 1.00676 -0.57911 2.53265 0.013 0.017 0.043
H 1.57500 0.18870 0.47302 0.135 0.317 -0.018
H 3.19705 0.63162 1.05308 -0.131 0.100 -0.054
H 2.33702 -1.96521 -0.29303 -0.015 -0.058 0.094
H 3.89245 -1.80373 0.51896 -0.181 -0.033 0.330
H 4.32222 -1.36769 -1.73404 0.142 0.022 0.062
H 4.44498 0.15089 -0.83631 0.051 0.193 -0.385
H 1.87241 -0.74278 -2.26743 -0.107 0.192 0.156
H 3.17835 -0.08298 -3.21297 -0.059 -0.117 -0.106
H 2.97165 2.02657 -2.63115 0.103 0.131 0.215
H 2.52130 1.75193 -0.95744 0.088 -0.267 0.045
H 0.62460 2.76544 -1.91936 0.185 0.010 -0.014
H 0.79961 1.90769 -3.43157 -0.041 -0.149 0.339
H -0.68764 0.39533 -2.76031 -0.102 -0.131 0.094
H 0.21219 -0.07428 -1.33535 0.298 0.161 -0.004
H -1.89232 2.07680 -1.62854 -0.344 -0.444 -0.190
H -3.04171 1.01319 1.66486 -0.307 -0.459 -0.177
H -3.92832 1.55248 0.20957 0.165 -0.109 0.254
H -0.72805 -1.29853 0.23206 0.021 0.126 -0.024
H -0.75749 0.02267 1.35007 -0.072 0.095 0.038
H -3.15911 -1.62219 1.13822 0.157 -0.075 -0.077
H -2.51245 -0.91250 2.44268 0.066 -0.013 -0.043
H -3.88654 -0.94172 -0.70126 -0.037 0.101 -0.010
H -3.45947 0.14289 -2.00795 -0.077 0.086 0.084
H -2.35341 -1.51698 -3.01908 -0.162 -0.428 -0.038
H -1.26306 -1.70436 -1.69260 0.017 0.011 0.125
H -1.62992 -4.22555 -0.50781 -0.413 0.191 0.241
C 0.67689 -4.95466 6.89528 0.061 0.020 0.116
S -0.13322 -4.69455 5.30842 -0.108 0.034 -0.032
O 0.75562 -3.81535 4.49967 -0.155 -0.208 0.265
C -1.46499 -3.66996 5.94308 0.120 -0.028 0.014
H 1.57304 -5.54892 6.72620 -0.026 0.007 -0.066
H 0.95260 -3.99326 7.33006 -0.019 0.025 -0.065
H 0.00356 -5.49377 7.56240 -0.014 -0.011 -0.036
H -1.04947 -2.79261 6.43970 0.055 -0.019 -0.031
H -2.07058 -4.24582 6.63943 -0.031 -0.005 -0.050
H -2.08346 -3.35485 5.10597 0.021 -0.055 -0.015
C 7.20228 2.34664 -3.49575 0.161 0.032 0.031
S 5.59634 1.80663 -4.09941 -0.180 0.155 0.034
O 5.34808 0.45174 -3.53103 0.447 -0.019 -0.199
C 6.10653 1.58818 -5.80852 0.151 -0.001 -0.149
H 7.12441 2.50735 -2.42121 -0.071 -0.061 -0.009
H 7.95068 1.57890 -3.69651 -0.050 -0.035 -0.002
H 7.47428 3.27981 -3.98813 -0.064 -0.025 -0.060
H 6.92618 0.86992 -5.85950 -0.038 -0.034 0.078
H 6.41492 2.55066 -6.21582 -0.080 0.039 0.067
H 5.25421 1.21055 -6.37072 -0.032 0.000 0.079
C 7.01967 6.28478 -3.68806 0.128 0.002 -0.026
S 5.44550 6.02967 -4.52066 -0.137 0.052 0.103
O 5.57461 4.79707 -5.34624 0.211 0.035 -0.064
C 5.59445 7.43199 -5.63638 0.073 0.064 -0.099
H 7.15369 5.48477 -2.96231 -0.080 0.006 0.000
H 7.83148 6.25908 -4.41614 -0.047 -0.013 -0.038
H 7.00470 7.24409 -3.17082 -0.042 -0.014 0.005
H 6.49782 7.33056 -6.23860 -0.001 -0.058 0.029
H 5.62665 8.35445 -5.05629 -0.026 -0.027 0.027
H 4.72142 7.44204 -6.28610 -0.019 -0.061 0.053
C -4.22100 -3.28288 9.62972 0.102 -0.015 0.076
S -4.97061 -2.57423 8.15540 -0.125 0.020 0.027
O -4.10974 -2.94844 7.00120 -0.029 0.057 0.125
C -4.60059 -0.86188 8.56174 0.079 0.092 0.039
H -4.30401 -4.36625 9.56496 -0.046 0.022 -0.062
H -3.16938 -2.99878 9.68216 -0.016 0.028 -0.058
H -4.75328 -2.92998 10.51317 -0.026 -0.001 -0.026
H -3.52435 -0.73577 8.68340 -0.002 -0.060 -0.028
H -5.12102 -0.58614 9.47921 -0.026 -0.028 -0.018
H -4.95132 -0.23601 7.74340 -0.025 -0.072 -0.024
C 1.25512 1.34097 -7.46500 0.009 -0.100 -0.093
S 0.46360 2.54479 -6.38867 0.071 0.079 -0.010
O -0.11204 1.79480 -5.24128 -0.211 -0.073 -0.413
C -0.89247 2.93463 -7.50484 -0.098 -0.034 -0.095
H 2.11738 0.93382 -6.93988 -0.033 0.051 0.066
H 0.55568 0.53742 -7.69721 -0.033 0.027 0.054
H 1.58506 1.83374 -8.38005 0.004 0.033 0.029
H -1.45284 2.02807 -7.73512 0.038 -0.024 0.050
H -0.49469 3.37727 -8.41853 0.027 0.010 0.028
H -1.54449 3.65080 -7.00832 0.060 -0.010 0.057
C 8.24503 -3.68097 -0.01153 -0.070 -0.070 0.089
S 8.87342 -2.24386 -0.89416 -0.015 -0.050 -0.093
O 8.98484 -1.13473 0.08979 -0.042 -0.016 0.013
C 7.38689 -1.95525 -1.86116 -0.069 -0.005 -0.010
H 9.00982 -4.01042 0.68946 0.034 0.057 -0.033
H 7.34031 -3.41114 0.53419 0.015 0.065 -0.027
H 8.03463 -4.48024 -0.72263 0.022 0.024 -0.020
H 6.53582 -1.80038 -1.19821 0.049 0.044 0.037
H 7.20421 -2.81048 -2.51286 0.044 0.000 0.000
H 7.53818 -1.06529 -2.46879 -0.016 0.007 0.036
C -8.51668 2.98021 1.19197 -0.106 -0.081 -0.084
S -6.74013 2.89238 1.45915 0.116 0.143 0.014
O -6.16079 2.08759 0.34501 -0.217 -0.064 0.052
C -6.82192 1.82050 2.89666 0.055 -0.120 0.052
H -8.69587 3.57960 0.30107 0.091 0.014 0.010
H -8.91904 1.97722 1.04694 0.044 -0.016 0.057
H -8.98905 3.45500 2.05177 0.034 -0.008 0.012
H -7.33278 0.89648 2.63200 -0.046 0.060 0.022
H -7.35143 2.32982 3.70171 -0.026 0.000 -0.032
H -5.80439 1.59878 3.21548 0.030 0.090 -0.085
C -9.20292 -3.10044 3.02155 -0.091 -0.088 0.039
S -8.66805 -1.49241 2.42114 0.076 -0.125 -0.077
O -9.46183 -0.46066 3.14328 -0.054 -0.004 -0.048
C -9.37736 -1.65750 0.77722 -0.098 -0.020 -0.078
H -8.89383 -3.19432 4.06082 0.037 0.067 -0.021
H -10.28848 -3.17624 2.95398 0.006 0.069 -0.015
H -8.73000 -3.88397 2.42930 0.035 0.037 -0.003
H -10.45196 -1.82544 0.85493 0.013 0.016 0.072
H -8.89975 -2.48854 0.25797 0.040 0.023 0.020
H -9.18943 -0.73391 0.23222 0.065 0.002 0.057
```
Positions in Å, forces in eV/Å.

=====

(2)
Computed, not measured: 7 unconnected molecules or ions with the total composition C33H80O9Si, with ωB97M-V with the def2-TZVPD basis set.

The geometry in XYZ format:
```
123
Properties=species:S:1:pos:R:3:forces:R:3
C 2.53469 5.21052 0.14034 -0.621 0.025 0.000
C 0.97443 5.53323 0.20349 1.378 0.412 -0.765
O 0.35367 4.66621 1.17034 -0.683 0.105 -1.123
C -0.47866 3.67379 0.53995 0.044 -0.561 0.259
C 0.37768 2.47750 -0.10796 -1.276 1.381 0.477
O 0.60581 2.86524 -1.49697 -0.188 -1.862 0.660
C -0.00229 1.83551 -2.33238 -0.462 0.376 0.380
Si 0.13474 2.22597 -4.20410 0.528 -1.563 -0.510
C 1.85345 1.80741 -4.94843 1.201 0.643 0.349
C 3.00789 1.78224 -3.81985 -0.515 -0.896 -0.946
C 3.34166 0.24522 -3.48368 0.692 1.400 0.896
C 3.82965 0.18694 -1.93820 -0.004 -0.458 -1.804
C 5.08065 -0.79262 -1.88528 -0.972 -0.701 0.230
O 5.83727 -0.73562 -0.66905 0.452 0.412 -0.547
C 6.36941 0.58111 -0.42648 -1.560 1.135 -0.148
C -1.13732 1.08978 -5.09335 -0.621 0.471 -0.411
C -2.62824 1.69264 -4.93277 0.831 -0.459 0.043
C -3.40197 1.05411 -3.68379 -0.513 0.851 -0.907
C -4.74590 0.33521 -4.19207 0.146 -0.148 1.002
C -3.82112 2.24418 -2.70456 -0.069 -0.211 0.047
C -4.37091 1.75786 -1.29126 0.898 -0.607 -0.134
C -3.48194 0.62794 -0.62261 -1.436 -1.149 0.135
C -3.96723 -0.62995 -0.28588 1.010 1.115 0.061
C -3.11830 -1.53124 0.72951 -0.634 0.066 -0.870
C -5.30436 -1.26821 -0.83042 0.374 0.392 0.098
H 3.02009 5.72031 -0.75224 -0.549 -0.478 1.213
H 2.68492 4.09585 0.02830 -0.122 1.263 0.125
H 2.98795 5.55499 1.11856 -0.279 -0.440 -1.234
H 0.86532 6.62928 0.48421 -0.124 -1.370 0.013
H 0.52398 5.42126 -0.83158 0.382 -0.080 1.241
H -1.11462 4.16054 -0.26872 0.768 -0.711 0.788
H -1.19736 3.27590 1.32758 1.055 0.457 -0.773
H -0.27050 1.54863 -0.03690 0.925 0.914 -0.223
H 1.33951 2.32590 0.46296 -0.936 0.193 -0.697
H 0.42810 0.82660 -2.04366 -0.533 0.889 -0.485
H -1.11792 1.84853 -2.08371 1.236 -0.390 -0.354
H -0.13164 3.65572 -4.43598 -0.197 0.131 0.062
H 2.13355 2.61928 -5.69978 -0.540 -1.107 0.728
H 1.88605 0.80401 -5.46551 -0.225 1.146 0.349
H 2.70171 2.34404 -2.88857 0.308 -0.600 -1.021
H 3.93154 2.26417 -4.26141 -0.920 -0.496 0.753
H 4.20163 -0.03297 -4.17261 -1.151 0.000 0.800
H 2.46507 -0.44025 -3.66145 0.869 0.776 0.131
H 2.93760 -0.18744 -1.35064 1.291 0.379 -0.252
H 4.05742 1.25062 -1.64894 -0.026 -1.252 -0.050
H 4.65349 -1.84955 -1.94116 0.660 1.244 0.159
H 5.75783 -0.70677 -2.80100 -0.753 0.400 1.133
H 7.31622 0.59763 0.17934 -0.914 -0.452 -0.822
H 6.45864 1.14324 -1.41716 0.404 -0.698 1.234
H 5.56157 1.14668 0.15259 1.246 -0.467 -0.491
H -0.84658 1.08149 -6.19807 -0.335 -0.113 1.377
H -1.06366 0.02780 -4.69476 -0.126 1.171 -0.547
H -2.49482 2.81128 -4.79522 -0.462 -1.189 -0.176
H -3.19723 1.53370 -5.89690 0.545 0.168 1.130
H -2.70820 0.30191 -3.18992 -0.972 0.978 -0.352
H -4.68158 -0.79188 -4.05577 -0.086 1.403 -0.417
H -5.57149 0.68464 -3.48970 0.748 -0.518 -1.165
H -5.00111 0.59799 -5.26748 0.299 -0.354 1.424
H -2.94726 2.96878 -2.58398 -1.072 -0.926 -0.026
H -4.66564 2.81612 -3.21695 1.160 -0.556 0.533
H -4.40817 2.63640 -0.57584 0.012 -0.926 -0.824
H -5.42588 1.37897 -1.41084 1.094 0.316 0.193
H -2.40794 0.87172 -0.37069 -1.394 -0.090 0.046
H -3.73513 -2.42687 1.04641 0.812 1.095 -0.414
H -2.81664 -0.96520 1.65652 -0.202 -0.456 -1.134
H -2.20029 -1.91367 0.18856 -0.852 0.336 0.727
H -6.21044 -0.85854 -0.28029 1.039 -0.791 -0.445
H -5.20065 -2.39044 -0.71841 -0.453 1.313 0.056
H -5.49170 -1.05679 -1.92886 0.437 -0.111 1.313
C 5.35937 -0.80172 3.39761 0.058 -0.126 -0.086
C 5.92628 0.58196 3.64792 -0.420 -0.136 0.130
O 5.05443 1.57377 3.11015 0.069 0.222 -0.176
H 5.22739 -0.97352 2.32629 0.104 0.018 0.037
H 6.02000 -1.57302 3.79967 -0.060 0.005 0.000
H 4.37390 -0.90580 3.86181 0.069 -0.020 0.100
H 6.89887 0.68889 3.16567 -0.113 0.154 0.010
H 6.05058 0.76602 4.71903 0.190 -0.114 -0.025
H 4.20078 1.47878 3.54717 0.096 0.029 -0.058
C -1.68503 1.43363 4.19379 -0.108 0.073 0.035
C -1.22263 0.10110 4.75076 0.171 0.223 -0.330
O -1.06168 -0.84421 3.69652 -0.104 -0.232 0.072
H -2.63106 1.31746 3.65905 0.009 -0.031 0.097
H -1.81943 2.16611 4.99274 0.025 0.027 -0.077
H -0.95846 1.82613 3.47620 0.051 0.044 0.114
H -1.95992 -0.29767 5.44974 0.064 -0.140 -0.129
H -0.26919 0.20793 5.27823 -0.084 0.068 0.153
H -0.40322 -0.49085 3.08723 -0.079 -0.073 0.038
C -4.43299 -6.25027 -0.75754 -0.067 -0.126 -0.105
C -3.63419 -5.04676 -0.30226 -0.079 -0.295 0.208
O -4.18049 -4.51137 0.90014 0.030 -0.044 0.021
H -5.47698 -5.97619 -0.92553 0.093 0.056 -0.059
H -4.02358 -6.66152 -1.68164 -0.041 0.024 0.050
H -4.42751 -7.03157 0.00836 0.096 0.009 -0.023
H -3.66114 -4.26318 -1.06096 -0.031 0.021 0.142
H -2.58860 -5.31894 -0.12240 0.056 0.002 -0.191
H -4.14651 -5.20430 1.57142 -0.147 0.155 0.032
C -4.64926 -1.69586 4.34324 -0.096 0.177 0.020
C -4.18468 -3.02603 4.89968 0.188 0.169 -0.305
O -4.01782 -3.96551 3.84535 0.011 -0.276 0.046
H -5.59388 -1.81286 3.80688 0.020 -0.033 0.099
H -4.78674 -0.96374 5.14311 0.002 0.023 -0.044
H -3.92207 -1.30289 3.62787 0.049 0.013 0.126
H -4.92182 -3.42784 5.59709 0.066 -0.140 -0.121
H -3.23203 -2.91741 5.42889 -0.068 0.091 0.147
H -3.35820 -3.60698 3.23798 -0.125 0.001 0.005
C 8.92950 0.24405 8.15750 0.077 0.080 0.089
C 7.98179 0.51331 7.00491 0.086 -0.373 0.146
O 8.28601 -0.33605 5.90374 -0.016 0.075 -0.206
H 9.96424 0.40693 7.84797 -0.086 0.070 -0.007
H 8.70856 0.89570 9.00581 0.026 -0.068 0.007
H 8.85404 -0.79660 8.48526 -0.087 0.061 0.058
H 8.07554 1.54657 6.66678 -0.012 -0.129 -0.147
H 6.94302 0.34123 7.30638 -0.019 0.171 0.105
H 8.19274 -1.24717 6.20455 0.033 0.092 -0.056
C -3.02001 -3.04551 -5.13164 -0.009 0.113 -0.028
C -2.68109 -3.80622 -3.86452 -0.070 -0.170 -0.396
O -3.62491 -4.85059 -3.64561 -0.029 -0.005 0.207
H -4.02381 -2.62053 -5.06590 0.100 -0.012 0.043
H -2.30573 -2.23718 -5.30580 -0.041 -0.013 -0.056
H -3.01211 -3.71360 -5.99757 0.120 0.032 0.016
H -2.71098 -3.14042 -2.99947 -0.087 -0.143 0.041
H -1.67947 -4.24392 -3.92920 0.090 0.171 0.045
H -3.58839 -5.44031 -4.40739 -0.037 0.059 0.088
```
Positions in Å, forces in eV/Å.

SMILES: CCOCCOC[Si@@H](CCCCCOC)CC[C@H](C)CCC=C(C)C.CCO.CCO.CCO.CCO.CCO.CCO

=====

E, respectively: -5447.603193; -2271.742239 Ha.
Orbital gap, respectively: 8.780; 8.824 eV.